Below is C21H31N3O5 in the gas phase, with properties calculated with wB97M-V/def2-TZVPD.

The calculation puts the HOMO energy at -8.224 eV. The gap between HOMO and LUMO is 7.919 eV. Its structure (SMILES) is CCCCCCCNC(=O)c1ccc(N2CCC3(CC2)OCCO3)c([N+](=O)[O-])c1. For the LUMO energy, the calculation gives -0.31 eV. The relative energy (zero: lowest compared OMol25 entry of this formula, charge and spin) comes out at 445.70 kJ/mol.

Last column: Mulliken charge in e.
Element x y z (Å)
C (-8.233, -3.617, 0.148)  -1.35
C (-7.909, -2.128, 0.103)  -0.20
C (-6.716, -1.787, 0.993)  -0.80
C (-6.412, -0.289, 1.061)  -0.35
C (-5.820, 0.260, -0.237)  -0.31
C (-5.618, 1.776, -0.219)  -0.77
C (-4.607, 2.270, 0.822)  -1.03
N (-3.285, 1.729, 0.608)  -0.12
C (-2.305, 2.439, 0.008)  0.26
O (-2.430, 3.610, -0.300)  -0.69
C (-1.024, 1.706, -0.217)  0.81
C (0.136, 2.469, -0.411)  -1.41
C (1.358, 1.881, -0.605)  -0.34
C (1.511, 0.478, -0.626)  1.20
N (2.737, -0.099, -0.693)  0.20
C (3.871, 0.554, -1.302)  -1.26
C (4.885, 1.025, -0.261)  -0.73
C (5.355, -0.191, 0.549)  0.75
C (4.130, -0.908, 1.138)  -0.93
C (3.107, -1.275, 0.057)  -0.78
O (6.100, -1.046, -0.299)  -0.36
C (7.269, -1.434, 0.386)  -0.36
C (7.515, -0.254, 1.328)  -0.44
O (6.208, 0.198, 1.614)  -0.47
C (0.314, -0.278, -0.554)  -0.61
N (0.261, -1.667, -0.879)  1.02
O (1.135, -2.135, -1.587)  -0.55
O (-0.697, -2.306, -0.477)  -0.67
C (-0.917, 0.334, -0.318)  -0.63
H (-9.081, -3.844, -0.494)  0.38
H (-7.380, -4.202, -0.189)  0.34
H (-8.478, -3.924, 1.163)  0.33
H (-7.697, -1.843, -0.929)  0.26
H (-8.780, -1.557, 0.434)  0.27
H (-6.927, -2.145, 2.004)  0.36
H (-5.832, -2.320, 0.634)  0.29
H (-5.711, -0.118, 1.881)  0.29
H (-7.332, 0.254, 1.295)  0.25
H (-4.871, -0.240, -0.443)  0.11
H (-6.494, 0.026, -1.062)  0.30
H (-6.573, 2.265, -0.020)  0.39
H (-5.274, 2.098, -1.204)  0.35
H (-4.937, 2.014, 1.832)  0.39
H (-4.514, 3.355, 0.743)  0.44
H (-3.139, 0.760, 0.835)  0.25
H (0.040, 3.544, -0.381)  0.45
H (2.230, 2.507, -0.699)  0.40
H (4.365, -0.186, -1.942)  0.39
H (3.534, 1.379, -1.929)  0.67
H (5.743, 1.484, -0.752)  0.47
H (4.443, 1.745, 0.429)  0.25
H (4.458, -1.814, 1.648)  0.40
H (3.682, -0.240, 1.876)  0.26
H (3.530, -2.022, -0.622)  0.24
H (2.239, -1.704, 0.554)  0.62
H (8.061, -1.588, -0.346)  0.30
H (7.097, -2.360, 0.951)  0.26
H (7.998, -0.529, 2.265)  0.32
H (8.090, 0.537, 0.829)  0.27
H (-1.780, -0.315, -0.287)  0.61


Below is a gas-phase ion, C21H31N4O2 (charge +1), with properties calculated with wB97M-V/def2-TZVPD.

The calculation puts the HOMO energy at -12.112 eV. The gap between HOMO and LUMO is 10.101 eV. Its structure (SMILES) is Cc1ccc([NH+]2CCN(CCCCN3C(=O)[C@@H]4CCCN4C3=O)CC2)cc1. The net charge is +1. For the LUMO energy, the calculation gives -2.01 eV. The relative energy (zero: lowest compared OMol25 entry of this formula, charge and spin) comes out at 0.00 kJ/mol.

Last column: Mulliken charge in e.
Element x y z (Å)
C (4.606, 2.898, 4.208)  -1.47
C (3.885, 2.376, 3.010)  0.90
C (4.153, 2.876, 1.739)  -1.23
C (3.476, 2.405, 0.628)  -0.33
C (2.513, 1.420, 0.784)  0.21
N (1.787, 0.890, -0.370)  1.30
C (1.066, 1.922, -1.146)  -0.63
C (0.081, 1.225, -2.103)  -0.87
N (0.464, -0.167, -2.231)  0.50
C (-0.431, -0.928, -3.089)  -1.01
C (-0.174, -2.436, -3.018)  -0.98
C (0.060, -2.973, -1.605)  -0.22
C (-1.201, -3.137, -0.763)  -0.99
N (-1.841, -1.890, -0.392)  0.34
C (-1.317, -0.880, 0.319)  -0.08
O (-0.149, -0.740, 0.655)  -0.87
C (-2.452, 0.085, 0.600)  0.33
C (-3.010, 0.101, 2.032)  -0.80
C (-4.478, 0.478, 1.794)  -0.53
C (-4.833, -0.137, 0.427)  -0.77
N (-3.545, -0.464, -0.169)  0.06
C (-3.235, -1.704, -0.624)  0.48
O (-3.941, -2.509, -1.159)  -0.62
C (1.876, -0.242, -2.556)  -0.84
C (2.659, 0.103, -1.276)  -0.59
C (2.229, 0.909, 2.040)  -0.34
C (2.914, 1.388, 3.142)  -0.95
H (5.540, 3.377, 3.927)  0.37
H (3.987, 3.637, 4.717)  0.30
H (4.813, 2.098, 4.914)  0.39
H (4.902, 3.643, 1.614)  0.38
H (3.709, 2.811, -0.344)  0.37
H (1.053, 0.229, -0.007)  -0.27
H (0.543, 2.582, -0.452)  0.37
H (1.796, 2.516, -1.699)  0.41
H (-0.936, 1.264, -1.708)  0.30
H (0.081, 1.748, -3.074)  0.51
H (-0.361, -0.601, -4.139)  0.40
H (-1.447, -0.715, -2.748)  0.51
H (0.695, -2.685, -3.630)  0.40
H (-1.031, -2.941, -3.464)  0.44
H (0.509, -3.965, -1.685)  0.36
H (0.757, -2.329, -1.071)  0.02
H (-0.946, -3.676, 0.156)  0.32
H (-1.961, -3.706, -1.305)  0.41
H (-2.207, 1.103, 0.277)  0.21
H (-2.492, 0.806, 2.677)  0.40
H (-2.934, -0.897, 2.465)  0.37
H (-5.124, 0.105, 2.585)  0.40
H (-4.579, 1.563, 1.753)  0.28
H (-5.371, 0.568, -0.210)  0.35
H (-5.426, -1.050, 0.510)  0.36
H (2.131, -1.248, -2.878)  0.39
H (2.141, 0.449, -3.372)  0.36
H (2.960, -0.798, -0.740)  0.40
H (3.553, 0.685, -1.507)  0.49
H (1.479, 0.142, 2.153)  0.54
H (2.693, 0.988, 4.119)  0.43